# 1
{
  "formula": "C5H10O",
  "method": "wB97M-V/def2-TZVPD",
  "multiplicity": 1,
  "smiles": "C[C@H]1CCC1=O.[H][H]",
  "de_lowest_ev": 1.6675,
  "gap_ha": 0.384,
  "species": ["C", "C", "C", "C", "C", "O", "H", "H", "H", "H", "H", "H", "H", "H", "H", "H"],
  "coordinates": [[1.298158, -0.960250, 0.292600], [0.320901, 0.196644, 0.418226], [0.609064, 1.529695, -0.329135], [-0.828105, 1.539036, -0.911807], [-0.971312, 0.107912, -0.396885], [-1.738070, -0.788657, -0.632733], [0.872880, -1.873508, 0.720347], [1.531119, -1.159509, -0.759599], [2.236200, -0.739127, 0.812929], [0.072049, 0.382253, 1.472053], [0.878352, 2.382332, 0.298138], [1.372103, 1.403997, -1.103500], [-1.509002, 2.224629, -0.395386], [-0.948941, 1.669046, -1.990931], [-1.538680, -3.042618, 1.531843], [-1.630238, -2.544760, 0.983977]],
  "forces_ev_per_a": [[0.032, -0.065, 0.010], [0.051, -0.081, 0.065], [0.171, 0.123, 0.015], [-0.115, 0.061, -0.082], [-0.348, -0.323, -0.095], [0.378, 0.464, 0.072], [0.064, 0.142, -0.063], [-0.036, 0.039, 0.139], [-0.133, -0.026, -0.069], [0.002, -0.018, -0.148], [-0.042, -0.132, -0.099], [-0.116, 0.007, 0.110], [0.087, -0.111, -0.055], [0.012, -0.028, 0.154], [-0.010, 0.026, -0.018], [0.004, -0.077, 0.065]],
  "mulliken_charge": [-1.317, 0.404, -0.708, -0.415, 0.262, -0.547, 0.281, 0.333, 0.358, 0.282, 0.294, 0.269, 0.230, 0.288, 0.236, -0.250]
}

---

# 2
{
  "formula": "C4H5NO",
  "method": "wB97M-V/def2-TZVPD",
  "multiplicity": 1,
  "de_lowest_ev": 5.5555,
  "gap_ha": 0.372,
  "species": ["C", "C", "N", "O", "C", "C", "H", "H", "H", "H", "H"],
  "coordinates": [[0.344420, 1.046398, 0.496707], [-0.252289, -0.174624, -0.132741], [0.419249, -1.214963, -0.476151], [1.742529, -1.076823, -0.143501], [-1.684067, 0.090453, -1.519806], [-1.771826, -0.282101, -0.286784], [0.948114, 1.599732, -0.233216], [-0.446567, 1.703992, 0.859239], [1.004357, 0.754628, 1.317774], [2.127838, -1.920172, -0.417605], [-2.431758, -0.526520, 0.536085]],
  "forces_ev_per_a": [[0.021, 0.012, 0.096], [0.390, -0.247, 0.190], [-0.505, 0.343, 0.129], [0.299, -0.130, -0.090], [-0.296, -0.276, 0.436], [0.055, 0.168, -0.550], [-0.107, -0.147, 0.075], [0.128, -0.083, -0.024], [-0.055, 0.096, -0.047], [-0.051, 0.162, 0.013], [0.120, 0.102, -0.228]],
  "mulliken_charge": [-1.050, 0.762, -0.433, -0.356, -0.607, -0.082, 0.290, 0.360, 0.353, 0.383, 0.380]
}